No. 1
{
  "formula": "C15H30BCl2F4N3S5SeW",
  "method": "wB97M-V/def2-TZVPD",
  "elements": ["W", "C", "C", "S", "C", "C", "S", "C", "C", "S", "C", "C", "S", "H", "H", "H", "H", "H", "H", "H", "H", "H", "H", "H", "H", "H", "H", "H", "H", "Se", "C", "N", "F", "B", "F", "F", "F", "Cl", "C", "Cl", "H", "H", "C", "N", "C", "C", "S", "N", "C", "C", "H", "H", "H", "H", "H", "H", "H", "H", "H", "H", "H", "H"],
  "coordinates": [[-0.30200, 0.94941, 0.51006], [-3.39728, 0.90083, 2.50105], [-3.77067, 0.36653, 1.13329], [-2.38589, -0.45868, 0.30515], [-2.20313, -1.98205, 1.29198], [-1.28148, -1.86329, 2.49298], [0.23021, -1.08463, 1.88606], [1.08698, -0.60343, 3.41776], [2.00166, 0.56923, 3.12115], [1.17494, 1.96705, 2.29113], [0.20579, 2.67392, 3.66793], [-1.15193, 2.02604, 3.87648], [-1.92647, 1.92754, 2.25012], [-3.20796, 0.11123, 3.22542], [-4.18625, 1.54576, 2.88880], [-4.05605, 1.17253, 0.45502], [-4.59865, -0.34029, 1.18692], [-1.80815, -2.70891, 0.58213], [-3.20209, -2.31244, 1.57695], [-1.03028, -2.85509, 2.86982], [-1.69945, -1.27733, 3.30918], [1.67085, -1.46041, 3.75315], [0.35360, -0.36932, 4.18618], [2.80937, 0.27924, 2.45095], [2.45370, 0.95646, 4.03390], [0.09685, 3.72639, 3.41061], [0.82762, 2.59980, 4.55953], [-1.77357, 2.67258, 4.49777], [-1.10496, 1.04178, 4.33763], [-0.95603, 3.13052, -0.61266], [-0.46722, 4.32945, 0.70412], [-0.13389, 5.04092, 1.54718], [-2.30497, -0.46100, -3.18191], [-2.25343, 0.83669, -2.94715], [-0.53782, 0.57664, -1.43856], [-1.53404, 1.62425, -3.71997], [-3.07557, 1.37359, -2.05601], [-2.97086, -3.84842, -1.68837], [-1.57497, -3.51758, -2.71003], [-0.24652, -2.76313, -1.78263], [-1.86567, -2.81856, -3.48172], [-1.20227, -4.45136, -3.11231], [2.89132, -2.24688, -0.85696], [2.83667, -1.26440, -1.94101], [3.70151, -1.60026, -3.07766], [2.24132, -0.08199, -1.82204], [2.03006, 0.53624, -0.17486], [1.94477, 0.65405, -2.87956], [1.54700, 0.05948, -4.15766], [1.84092, 2.10807, -2.85025], [2.82393, -3.23955, -1.29762], [2.06279, -2.10986, -0.16962], [3.83450, -2.15624, -0.31550], [4.59311, -2.08046, -2.67797], [4.00023, -0.69747, -3.60158], [3.21195, -2.28897, -3.76523], [1.31081, -0.99044, -4.02210], [2.31650, 0.18035, -4.91954], [0.64733, 0.57852, -4.48658], [2.23222, 2.50231, -1.91904], [0.80383, 2.41062, -2.97481], [2.42717, 2.50443, -3.67948]],
  "atomic_forces_ev_per_a": [[-0.077, -0.033, 0.019], [-0.041, -0.007, -0.004], [0.007, 0.010, 0.034], [-0.023, -0.055, -0.044], [0.032, -0.004, 0.025], [-0.064, 0.010, -0.064], [0.034, -0.087, 0.110], [0.054, 0.025, 0.010], [-0.050, -0.030, -0.047], [0.079, 0.122, 0.132], [-0.041, -0.006, -0.024], [0.026, -0.005, 0.024], [-0.008, 0.036, -0.034], [0.015, 0.001, -0.008], [0.015, 0.015, 0.001], [0.005, -0.010, -0.010], [0.002, -0.003, -0.010], [-0.022, 0.013, 0.007], [-0.006, 0.013, 0.001], [0.004, 0.002, -0.003], [0.012, 0.028, -0.017], [-0.004, -0.008, -0.016], [-0.016, -0.008, -0.009], [0.008, 0.010, 0.005], [-0.017, 0.020, 0.004], [0.007, 0.010, -0.016], [0.006, 0.006, -0.007], [-0.006, -0.007, -0.009], [0.010, -0.011, -0.016], [0.097, 0.137, 0.211], [0.059, -0.066, -0.191], [-0.048, -0.030, 0.097], [0.003, -0.042, -0.016], [-0.048, -0.068, -0.060], [0.075, -0.051, -0.040], [0.105, 0.041, -0.031], [-0.030, -0.046, 0.073], [-0.019, -0.006, -0.006], [0.008, 0.014, 0.037], [0.002, -0.005, -0.023], [-0.016, 0.008, -0.037], [-0.018, -0.002, 0.008], [-0.016, 0.059, 0.002], [-0.066, -0.083, 0.032], [-0.056, 0.037, -0.027], [0.091, 0.119, 0.056], [-0.017, 0.076, -0.119], [0.003, -0.112, 0.024], [0.005, -0.017, -0.057], [-0.055, 0.086, 0.050], [0.003, -0.015, 0.002], [0.012, -0.017, -0.025], [0.005, -0.023, -0.005], [0.004, 0.001, -0.004], [-0.017, 0.000, -0.011], [0.007, 0.007, -0.019], [0.004, -0.053, 0.008], [0.013, -0.015, 0.009], [0.012, -0.007, 0.009], [0.007, 0.015, 0.014], [-0.051, 0.010, -0.001], [0.000, 0.003, 0.006]],
  "lowdin_charge": [0.61, -0.43, -0.44, 0.87, -0.46, -0.43, 0.82, -0.42, -0.47, 0.80, -0.43, -0.42, 0.84, 0.08, 0.11, 0.09, 0.11, 0.02, 0.11, 0.11, 0.07, 0.11, 0.08, 0.06, 0.11, 0.05, 0.11, 0.11, 0.07, 0.77, -0.74, 0.10, 0.25, -1.00, -0.60, 0.26, 0.20, 0.58, -0.94, 0.59, 0.02, 0.04, -0.09, -0.18, -0.01, -0.61, 0.68, -0.17, -0.01, -0.04, 0.10, 0.01, 0.11, 0.11, 0.10, 0.11, 0.09, 0.11, 0.10, 0.07, 0.06, 0.11],
  "total_energy_ev": -178444.3917,
  "max_force_ev_per_a": 0.27,
  "homo_ev": [-13.6603, -13.9295],
  "orbital_gap_ev": [6.50, 6.52],
  "e_lumo_ha": [-0.263, -0.272],
  "charge": 2
}

=====

No. 2
{
  "formula": "C4H7NO",
  "method": "wB97M-V/def2-TZVPD",
  "elements": ["C", "N", "C", "C", "C", "O", "H", "H", "H", "H", "H", "H", "H"],
  "coordinates": [[-1.62295, 0.01730, 0.11116], [-1.20446, 1.37960, 0.18154], [-0.61578, 0.55800, -0.90462], [0.59604, -0.18574, -0.85648], [1.36934, -0.27087, 0.39950], [1.96634, -1.55077, 0.45885], [-1.29159, -0.69917, 0.86165], [-2.62144, -0.15447, -0.28240], [-0.52213, 1.50246, 0.92634], [-1.03651, 0.76829, -1.88396], [1.97821, -1.80024, -0.47952], [2.13278, 0.53434, 0.31092], [0.86098, -0.09519, 1.36652]],
  "atomic_forces_ev_per_a": [[-0.198, -0.197, 0.174], [0.088, 0.094, 0.213], [0.292, -0.021, -0.421], [-0.265, 0.149, 0.279], [-0.225, 0.147, -0.055], [0.223, 0.030, -0.058], [0.038, 0.143, -0.178], [0.193, 0.016, 0.008], [-0.072, -0.009, -0.061], [-0.010, 0.068, 0.187], [0.121, -0.260, 0.198], [-0.201, -0.064, -0.071], [0.016, -0.095, -0.214]],
  "lowdin_charge": [-0.12, 0.04, -0.33, 0.09, -0.35, -0.09, 0.11, 0.11, 0.09, 0.12, 0.07, 0.14, 0.11],
  "total_energy_ev": -7794.3409,
  "max_force_ev_per_a": 0.51,
  "homo_ev": -8.7316,
  "orbital_gap_ev": 8.56,
  "e_lumo_ha": -0.006,
  "charge": 0
}

=====

No. 3
{
  "formula": "C4H6N4",
  "method": "wB97M-V/def2-TZVPD",
  "elements": ["C", "C", "C", "C", "N", "N", "N", "N", "H", "H", "H", "H", "H", "H"],
  "coordinates": [[0.73672, 0.61968, -2.98205], [-1.17029, 1.06894, 1.24843], [0.55140, -0.29614, -1.92485], [0.31776, -0.40231, 2.21280], [1.01553, 1.50431, -3.67559], [-0.19428, -2.48497, -2.59214], [0.19850, -1.49607, -2.21422], [-0.03490, 0.56361, 1.11835], [-1.55707, 1.76999, 0.47497], [-1.88363, 0.82632, 2.08394], [0.87363, -0.13394, -0.97303], [1.46064, -0.36182, 2.36435], [-0.18163, 0.06768, 3.11855], [-0.13237, -1.24529, 1.74048]],
  "atomic_forces_ev_per_a": [[0.577, 1.122, -0.096], [-1.420, 0.774, -0.461], [-0.121, 0.156, -1.932], [0.904, 3.252, 0.022], [-0.409, -0.697, 0.158], [0.480, 0.585, 0.606], [-1.211, -1.879, -1.286], [0.714, -0.026, 0.544], [0.311, -0.512, 0.507], [0.671, 0.238, -0.461], [0.664, 0.750, 2.459], [-1.936, -0.657, -0.343], [0.542, -1.549, -0.618], [0.235, -1.554, 0.900]],
  "lowdin_charge": [-0.23, -0.11, -0.15, -0.12, 0.13, 0.24, -0.10, -0.12, 0.08, 0.09, 0.05, 0.10, 0.08, 0.06],
  "total_energy_ev": -10201.7475,
  "max_force_ev_per_a": 3.37,
  "homo_ev": -9.1576,
  "orbital_gap_ev": 9.46,
  "e_lumo_ha": 0.011,
  "charge": 0
}

=====

Energy above the lowest of the compared OMol25 structures with the same formula, charge and spin readings, ordered: 0.0; 511.7; 404.5 kJ/mol
Molar mass readings, ordered: 833.27; 85.11; 110.12 g/mol